9
Properties=species:S:1:pos:R:3:forces:R:3 method="wB97M-V/def2-TZVPD" e_above_lowest_ev=5.028 charge=0 homo_energy_ev="-8.481 / -8.477" homo_lumo_gap_ev="5.338 / 5.333" multiplicity=1
C 0.6806 -1.3005 -0.1837 1.49 -0.28 -0.03
C 1.7935 -0.5942 0.0951 -2.25 2.35 -2.18
C -1.3972 1.7718 -0.2020 1.02 2.39 0.34
C -1.7898 0.7112 0.3447 -1.26 -4.33 0.85
N -0.1110 -2.1360 -0.4346 -1.29 -0.33 -0.29
O -1.0033 2.8714 -0.2381 0.12 0.53 -1.11
Br -2.2455 -0.9967 0.0458 0.72 1.26 -0.07
H 2.1164 -0.6824 1.0693 1.16 -0.11 1.88
H 1.9563 0.3554 -0.4965 0.29 -1.48 0.60

25
Properties=species:S:1:pos:R:3:forces:R:3 method="wB97M-V/def2-TZVPD" e_above_lowest_ev=3.861 charge=+1 homo_energy_ev="-11.365 / -11.526" homo_lumo_gap_ev="2.187 / 2.312" multiplicity=5
Fe -29.0255 3.1589 9.1945 -1.78 0.92 -1.17
Br -31.6375 4.5416 7.4967 1.77 -0.91 1.17
C -33.4567 7.6874 3.8544 -0.62 -0.85 0.10
O -33.5801 6.2493 3.6571 0.30 0.97 -0.13
H -34.3248 8.1295 3.3654 0.02 -0.07 0.15
H -33.5024 7.8828 4.9258 0.01 0.32 0.01
H -32.5752 8.1609 3.4221 0.24 -0.39 -0.04
H -32.8928 5.8172 4.1693 0.09 0.03 -0.06
C -32.0315 11.1218 7.2453 -0.75 -0.53 1.01
C -30.6745 10.5424 7.7162 -0.16 0.82 -0.54
C -30.6484 10.2039 9.2698 0.01 1.01 -2.45
O -30.8284 11.4191 9.9894 0.90 -1.64 1.82
C -30.5644 11.1527 11.4060 -1.50 0.81 0.31
N -30.1924 9.4505 6.8709 -0.20 -0.26 0.28
H -32.2449 12.0444 7.7850 0.08 -0.14 0.36
H -32.8011 10.4007 7.5206 -0.30 -0.05 0.27
H -32.3144 11.3773 6.2241 1.22 -0.32 -0.42
H -29.9647 11.3453 7.5170 0.29 0.05 0.48
H -29.6759 9.7276 9.3940 0.34 0.21 0.57
H -31.3949 9.4318 9.4564 -0.45 0.10 0.37
H -31.2137 10.3809 11.8194 0.18 -0.87 -0.60
H -30.9636 11.9490 12.0343 0.25 0.82 -0.62
H -29.5427 11.0058 11.7560 0.27 -0.17 -0.84
H -29.2521 9.1860 7.1279 0.27 0.18 -0.03
H -30.7276 8.5980 6.9545 -0.47 -0.04 0.00

90
Properties=species:S:1:pos:R:3:forces:R:3 method="wB97M-V/def2-TZVPD" e_above_lowest_ev=1.925 charge=+2 homo_energy_ev="-12.748 / -12.716" homo_lumo_gap_ev="7.661 / 3.887" multiplicity=3
N -6.0978 4.4328 -5.0505 -0.30 0.07 0.09
C -5.9258 4.8326 -3.7865 0.62 -0.74 -0.26
C -5.0658 4.1605 -2.9115 0.30 -0.35 -0.17
C -4.3275 3.0088 -3.3291 -1.14 0.30 -0.89
C -4.5408 2.6243 -4.6770 -0.30 0.46 0.03
C -5.4483 3.3591 -5.4849 0.59 -0.43 0.75
C -3.3788 2.3841 -2.3721 -0.08 0.02 -0.18
Pt -0.7574 0.0782 -0.3607 0.77 0.18 -0.07
P 4.7122 -0.8811 -0.6857 -2.01 -0.13 -0.29
C -2.3257 1.5627 -2.6216 -0.81 0.37 -0.97
C -1.0748 1.6534 -1.8696 -0.40 0.98 1.36
C 0.2071 1.5713 -2.4913 -0.29 -0.58 0.24
C 1.3424 2.1488 -1.9229 -1.15 0.59 0.02
C 1.1676 2.9476 -0.7768 -0.64 -1.69 0.25
C 0.0155 2.8551 0.0042 -0.71 -0.10 -0.97
C -1.1487 2.1927 -0.5140 1.36 0.74 -0.98
Br 2.6404 3.8247 -0.1346 0.83 1.00 0.62
H -3.5739 2.7543 -1.3599 0.64 0.29 -0.32
H -2.2859 1.0009 -3.5586 0.12 0.48 -0.05
H -4.9383 4.5967 -1.9249 0.04 -0.32 0.06
H -4.0149 1.7924 -5.1451 -0.12 0.08 0.28
H -6.4903 5.7145 -3.4761 0.25 -0.26 -0.01
H -5.6704 3.0529 -6.5171 0.29 0.11 0.49
H 0.2575 1.0594 -3.4477 0.09 0.12 0.02
H -2.1237 2.2885 -0.0559 0.19 0.35 0.12
H 2.3200 2.0669 -2.3834 -0.23 0.20 -0.21
H -0.0418 3.3280 0.9724 0.10 0.15 0.06
P -0.7155 -2.0700 -0.9137 -0.75 -0.93 -0.02
C 4.1657 0.8224 -0.3421 0.37 -0.08 0.25
C 5.3313 1.7763 -0.5895 0.30 0.28 -0.04
H 3.7548 0.9152 0.6713 0.25 -0.21 -0.11
H 3.3341 0.9678 -1.0438 0.19 0.01 0.20
H 5.1068 2.7749 -0.2073 0.08 -0.25 -0.25
H 6.2449 1.4327 -0.0930 -0.15 0.05 -0.05
H 5.5343 1.8295 -1.6626 0.09 0.19 0.11
C 4.0039 -1.3555 -2.2988 0.54 0.27 -0.46
C 4.9790 -2.2087 -3.1214 0.00 -0.09 -0.24
H 3.7565 -0.4126 -2.8206 0.17 -0.37 0.16
H 3.0679 -1.9035 -2.1261 0.39 0.24 0.16
H 4.6250 -2.2673 -4.1593 0.20 -0.04 0.30
H 5.9779 -1.7624 -3.1054 -0.13 -0.13 -0.22
H 5.0551 -3.2280 -2.7259 -0.01 0.20 -0.07
C 3.9952 -1.9672 0.5668 0.35 -0.41 0.26
C 4.8979 -1.9795 1.8062 -0.33 0.10 0.31
H 3.8171 -2.9844 0.1731 0.16 0.50 0.02
H 3.0228 -1.4888 0.7796 0.13 -0.20 -0.08
H 4.5219 -2.6832 2.5524 0.09 0.10 -0.10
H 5.9174 -2.2482 1.5464 0.06 -0.15 0.05
H 4.9204 -0.9850 2.2605 0.06 -0.10 0.05
C -0.5895 -3.3078 0.4497 0.04 0.21 0.02
C -1.6033 -4.4485 0.4386 0.00 -0.43 0.23
H -0.6032 -2.7264 1.3804 -0.16 -0.31 -0.06
H 0.4211 -3.7371 0.3615 -0.22 0.24 0.09
H -2.5731 -4.1508 0.8474 0.12 -0.01 -0.24
H -1.7433 -4.8920 -0.5593 0.02 0.23 0.31
H -1.2279 -5.2512 1.0823 -0.13 0.08 -0.09
C 0.6356 -2.6819 -1.9721 0.36 -0.15 -0.05
C 0.4921 -2.6509 -3.4895 0.04 0.04 -0.20
H 0.8472 -3.7163 -1.6617 -0.08 0.26 -0.08
H 1.4674 -2.0640 -1.6140 -0.06 -0.24 -0.20
H -0.3467 -3.2891 -3.8104 0.35 0.27 0.05
H 0.3366 -1.6409 -3.8915 -0.02 -0.20 0.13
H 1.4134 -3.0521 -3.9423 -0.37 0.12 0.04
C -2.2753 -2.3343 -1.8714 0.65 -0.37 0.30
C -3.4928 -1.9170 -1.0566 -0.25 0.07 0.08
H -2.3025 -3.3840 -2.1778 -0.17 0.05 0.03
H -2.1881 -1.7364 -2.7855 0.01 -0.07 0.12
H -4.3993 -2.3399 -1.4952 0.03 0.10 0.06
H -3.4406 -2.2576 -0.0112 -0.01 0.12 -0.32
H -3.5824 -0.8236 -1.0689 -0.05 -0.21 0.10
N 0.7338 1.1565 10.3833 -0.41 -0.39 -2.51
C 0.5208 0.9677 9.2487 0.54 0.29 2.47
C 0.1938 0.7256 7.8710 -0.06 0.04 -0.41
C -1.0847 0.2511 7.5586 -0.08 0.11 0.03
C -1.4716 0.1360 6.2338 -0.11 -0.11 0.06
C -0.5842 0.4765 5.2145 0.43 0.00 0.69
C 0.7362 0.8431 5.5004 -0.37 0.00 0.48
C 1.1114 0.9914 6.8457 -0.08 -0.12 -0.47
N -1.0712 0.4482 3.8846 -1.10 -0.14 -0.86
C -2.4326 0.4323 3.5472 0.99 0.12 -0.50
C -2.5034 0.3865 2.1890 0.99 -0.04 0.57
N -1.2077 0.3369 1.6836 0.22 -0.29 1.16
C -0.3714 0.4038 2.7299 -0.51 -0.25 -0.41
H -1.7891 0.0034 8.3556 0.29 0.10 -0.25
H -2.4740 -0.2317 5.9981 0.46 0.16 0.19
H 1.4434 1.0255 4.6882 -0.18 0.14 0.43
H 2.1171 1.3262 7.0946 -0.26 -0.09 -0.05
H -3.2056 0.4799 4.2779 -0.22 0.11 0.19
H -3.3754 0.4391 1.5669 -0.05 -0.20 -0.18
H 0.7229 0.4191 2.7104 -0.70 -0.12 -0.22

71
Properties=species:S:1:pos:R:3:forces:R:3 method="wB97M-V/def2-TZVPD" e_above_lowest_ev=0.000 charge=0 homo_energy_ev=-7.544 smiles="CC1(C)OB([C@H](/C=C/c2ccc(Br)cc2)c2ccc(Br)cc2)OC1(C)C.Cc1ccc(-c2ccc(Cl)cc2)s1" homo_lumo_gap_ev=7.781 multiplicity=1
Br -2.5200 -3.4109 -4.7419 0.02 0.03 0.02
C -2.0451 -2.4293 -3.1929 0.19 0.30 0.74
C -2.0592 -3.0595 -1.9417 0.00 0.45 -0.32
C -1.6691 -2.3420 -0.8066 -0.06 0.09 -0.21
C -1.2186 -1.0222 -0.9066 0.29 -0.44 -0.13
C -0.6249 -0.2755 0.2651 -3.43 2.94 -1.28
C 0.6436 0.4244 0.0289 1.57 -0.79 -0.75
C 1.4283 0.2389 -1.0584 -1.04 0.02 0.79
C 2.6751 0.9249 -1.3263 0.96 0.49 -0.27
C 3.4258 0.5694 -2.4739 -0.19 0.23 0.69
C 4.6775 1.1213 -2.7125 0.18 0.50 0.41
C 5.1869 2.0875 -1.8260 -0.90 -0.50 0.05
Br 6.8869 2.8522 -2.1504 -0.02 -0.01 0.03
C 4.4353 2.4922 -0.7124 0.06 -0.18 -0.30
C 3.1875 1.9185 -0.4650 0.32 -0.34 -0.58
C -1.3280 -0.3722 -2.1500 -0.03 -0.63 -0.35
C -1.7063 -1.0728 -3.3001 -0.10 -0.21 0.44
H -2.3538 -4.1018 -1.8568 -0.03 0.18 -0.04
H -1.7204 -2.8105 0.1784 0.13 0.10 -0.48
H -0.7507 -0.7601 1.2351 0.10 0.04 -0.16
H 0.9807 1.0794 0.8328 -0.17 -0.02 -0.20
H 1.1204 -0.4915 -1.8086 0.08 0.19 0.16
H 3.0178 -0.1730 -3.1605 0.14 0.12 0.17
H 5.2637 0.8093 -3.5715 -0.09 0.08 0.10
H 4.8298 3.2520 -0.0439 -0.04 -0.11 -0.11
H 2.6036 2.2316 0.3997 0.25 0.00 -0.21
H -1.0692 0.6862 -2.2281 0.03 -0.28 -0.04
H -1.7327 -0.5754 -4.2665 -0.04 -0.10 0.18
C -1.2801 -2.9556 3.9909 -0.42 -0.21 0.11
C -0.1471 -2.6206 3.0998 1.28 0.64 -0.01
C 0.7672 -1.5909 3.2619 -0.57 -0.74 -0.29
C 1.7221 -1.5282 2.2116 -0.40 -0.62 -0.65
C 1.5155 -2.4808 1.2200 0.31 -0.06 1.81
B -1.8279 1.1054 0.2394 2.46 -3.04 1.47
C 2.3823 -2.7418 0.0827 0.38 -0.11 -0.78
C 3.6783 -2.1848 0.0471 -0.33 -0.33 -0.17
C 4.4804 -2.3273 -1.0788 -0.36 -0.04 -0.22
C 3.9748 -2.9907 -2.2038 -0.63 -0.05 0.94
Cl 4.8944 -3.0176 -3.6552 0.25 -0.07 -0.33
C 2.7196 -3.6153 -2.1626 0.38 0.23 0.09
C 1.9383 -3.5055 -1.0158 0.33 0.33 0.23
O -3.0551 0.8191 0.7368 0.09 0.76 -0.08
C -3.6421 2.0990 1.1082 -0.42 -0.14 -0.29
C -4.8578 2.2998 0.2148 -0.15 0.22 -0.24
C -4.1292 1.9325 2.5360 0.11 0.17 0.37
C -2.4659 3.1521 0.8719 0.08 0.21 -0.08
C -2.7995 4.3582 0.0181 -0.36 0.25 -0.16
C -1.8016 3.6471 2.1513 0.10 -0.06 0.25
O -1.4531 2.3986 0.1351 -0.51 0.00 0.20
S 0.2325 -3.5713 1.7059 0.36 0.88 0.08
H -1.2449 -2.3245 4.8838 -0.04 -0.15 -0.11
H -2.2355 -2.7804 3.4789 0.10 -0.08 0.19
H -1.2404 -4.0091 4.2937 -0.11 0.21 0.04
H 0.7372 -0.9152 4.1140 -0.02 -0.11 -0.21
H 2.5213 -0.7963 2.1616 -0.19 -0.05 -0.03
H 4.0546 -1.6469 0.9177 -0.05 -0.15 -0.31
H 5.4758 -1.8933 -1.1069 -0.17 -0.04 -0.03
H 2.3679 -4.1646 -3.0329 0.04 0.11 0.18
H 0.9653 -3.9948 -0.9670 0.16 0.20 -0.14
H -5.4445 3.1611 0.5594 0.11 -0.12 -0.17
H -4.5796 2.4577 -0.8340 -0.08 -0.10 0.23
H -5.4981 1.4098 0.2685 0.21 0.20 0.03
H -4.6768 2.8237 2.8650 0.12 -0.13 0.00
H -4.8112 1.0742 2.5824 0.16 0.22 -0.08
H -3.3037 1.7475 3.2318 -0.20 0.01 -0.13
H -3.5153 5.0049 0.5405 0.07 -0.09 -0.16
H -1.8857 4.9401 -0.1586 -0.19 -0.19 0.08
H -3.2160 4.0784 -0.9556 0.10 0.06 0.23
H -2.4745 4.3231 2.6957 0.13 -0.21 -0.07
H -1.5124 2.8229 2.8164 -0.05 0.20 -0.18
H -0.8948 4.2094 1.8910 -0.25 -0.16 0.02

Which value of multiplicity does entry 4 give? 1

Look up the multiplicity of the fourth one. 1

The highest multiplicity belongs to which entry? C5H15BrFeNO2